Record 1
2 unconnected molecules or ions with the total composition CH5ClNOPS. Source: OMol25; level of theory: ωB97M-V/def2-TZVPD.

Summary:
E_HOMO (alpha / beta), eV: -8.6 / -9.2
M, g mol⁻¹: 145.55
Energy relative to the best compared isomer or geometry (same formula, charge and spin), eV: 3.4823
Frontier orbital gap (alpha / beta), eV: 7.77 / 7.61

Geometry as XYZ:
```
11
Properties=species:S:1:pos:R:3:forces:R:3
O 1.094679 2.341543 0.601513 -0.682 -0.681 2.063
H -1.590899 0.009413 0.526639 1.137 -0.301 0.397
H 0.349250 -2.041074 0.255035 -1.168 -0.542 -1.194
S -0.087709 2.076578 -2.045906 0.396 -0.609 0.395
N -0.703886 -0.512154 0.767325 -0.437 6.205 0.819
H 0.815741 1.908531 1.456743 0.566 0.854 -0.709
Cl 2.607674 0.425205 -0.775121 -0.275 -0.215 -0.097
H -1.154022 -1.606140 -1.004943 1.307 -0.347 1.421
P 0.758485 1.260988 -0.508804 -1.227 -0.638 -0.917
C -0.691804 -1.650869 0.063365 0.705 -2.515 -2.201
H -1.397507 -2.212020 0.664153 -0.322 -1.210 0.023
```
Positions in Å, forces in eV/Å.

Record 2
2 unconnected molecules or ions with the total composition CH5F2N2. Source: OMol25; level of theory: ωB97M-V/def2-TZVPD.

Summary:
E_HOMO (alpha / beta), eV: -15.3 / -15.3
Charge: +1
M, g mol⁻¹: 83.06
Energy relative to the best compared isomer or geometry (same formula, charge and spin), eV: 2.1025
Frontier orbital gap (alpha / beta), eV: 10.34 / 10.34

Geometry as XYZ:
```
10
Properties=species:S:1:pos:R:3:forces:R:3
H 0.651522 -0.499170 -1.397302 0.849 -3.161 -1.557
F -1.816746 -1.241785 -0.634581 -0.053 -0.936 0.379
N -1.633382 0.073610 -0.565208 3.498 1.444 -1.533
H 0.586176 1.136069 -1.149621 -0.051 1.552 -0.074
H 0.791827 0.878531 1.155190 -0.852 4.231 2.643
C 0.389710 0.198706 -0.722706 -4.145 1.945 2.387
H 0.185649 -0.756196 1.132180 1.888 2.735 -0.795
H 1.808454 -0.245430 0.758670 -0.144 -0.128 -0.158
N 0.834514 0.079198 0.678186 -1.037 -7.435 -2.040
F -1.797721 0.376465 0.745195 0.047 -0.246 0.749
```
Positions in Å, forces in eV/Å.

Record 3
CH5FN2 in the gas phase. Source: OMol25; level of theory: ωB97M-V/def2-TZVPD.

Summary:
E_HOMO, eV: -10.2
SMILES string: CN(N)F
M, g mol⁻¹: 64.06
Energy relative to the best compared isomer or geometry (same formula, charge and spin), eV: 2.9603
Frontier orbital gap, eV: 11.15

Geometry as XYZ:
```
9
Properties=species:S:1:pos:R:3:forces:R:3
F -1.736449 -0.626023 -0.334066 0.616 0.230 0.572
H 0.558925 -1.785138 0.739204 0.308 1.425 -0.117
H 0.689857 -1.246511 -0.847820 -0.207 -0.100 -2.745
N -0.624726 0.069683 0.450885 0.514 -2.828 -1.036
C 0.624502 -0.858605 0.100295 -2.271 1.555 3.823
N -0.513612 1.265311 -0.129330 -0.169 -0.274 0.138
H 0.139810 1.262834 -0.877256 0.505 0.709 -0.670
H 1.354473 -0.083529 0.351037 0.705 -1.076 0.069
H -0.492783 2.001981 0.547054 -0.002 0.360 -0.033
```
Positions in Å, forces in eV/Å.

Record 4
A gas-phase ion, CH5FN3 (charge +1). Source: OMol25; level of theory: ωB97M-V/def2-TZVPD.

Summary:
E_HOMO, eV: -14.9
SMILES string: N/C(F)=N/[NH3+]
Charge: +1
M, g mol⁻¹: 78.07
Energy relative to the best compared isomer or geometry (same formula, charge and spin), eV: 0.0000
Frontier orbital gap, eV: 10.89

Geometry as XYZ:
```
10
Properties=species:S:1:pos:R:3:forces:R:3
N -0.245421 -0.276117 -0.574994 0.138 -1.993 0.875
H -0.675090 -1.960751 0.880191 0.281 -0.422 0.751
H 0.135016 -1.453214 2.361953 0.382 -0.046 1.494
H 0.217727 0.689763 -2.319136 0.131 -0.531 1.774
F 0.616186 0.877889 1.174518 0.360 -0.748 0.319
N -0.004754 0.856928 -1.281361 0.722 3.667 -2.570
C 0.134137 -0.249179 0.662395 -1.064 -0.064 -0.109
N -0.107036 -1.319640 1.427301 -0.371 1.122 -2.595
H -0.932912 1.403792 -1.449611 1.906 -0.312 1.077
H 0.862146 1.430528 -0.881256 -2.485 -0.674 -1.017
```
Positions in Å, forces in eV/Å.

Record 5
A molecular structure, CH5IN2. Source: OMol25; level of theory: ωB97M-V/def2-TZVPD.

Summary:
E_HOMO, eV: -9.2
M, g mol⁻¹: 171.97
Energy relative to the best compared isomer or geometry (same formula, charge and spin), eV: 0.2034
Frontier orbital gap, eV: 9.38

Geometry as XYZ:
```
9
Properties=species:S:1:pos:R:3:forces:R:3
H -0.616237 1.418760 0.786550 -0.826 -0.107 -0.478
N -1.326906 0.961810 0.211815 0.990 -0.336 0.533
H -1.450125 1.316599 -0.713603 -0.144 0.243 -0.029
I 2.947260 0.238574 -0.044383 0.457 0.025 0.093
N 1.486157 -1.117346 -0.499537 -1.720 0.295 1.213
H -0.345799 -1.687918 0.136865 0.081 -0.258 0.045
C 0.558079 -1.148705 0.401663 1.255 -1.003 -2.494
H 0.636282 -0.766279 1.378873 0.011 0.796 1.099
H -2.134952 0.603569 0.683844 -0.103 0.344 0.017
```
Positions in Å, forces in eV/Å.

Record 6
CH5IN2 in the gas phase. Source: OMol25; level of theory: ωB97M-V/def2-TZVPD.

Summary:
E_HOMO, eV: -8.9
SMILES string: CNNI
M, g mol⁻¹: 171.97
Energy relative to the best compared isomer or geometry (same formula, charge and spin), eV: 0.6871
Frontier orbital gap, eV: 8.82

Geometry as XYZ:
```
9
Properties=species:S:1:pos:R:3:forces:R:3
N -0.299900 -0.639352 -0.375109 1.752 -1.029 1.891
H -1.854323 0.602008 -0.237737 -0.606 0.705 0.121
I 2.528113 0.240228 -0.033073 -0.016 -0.221 0.223
H 0.694100 -1.108121 1.215820 0.068 0.296 1.520
C -0.801902 0.671419 -0.049162 0.596 -0.504 -0.882
H -0.315974 -1.045321 -1.272270 -0.262 0.298 -1.261
H -0.301128 1.554774 -0.449612 -0.049 -0.136 -1.200
N 0.886488 -1.117127 0.250004 -1.013 0.763 -2.335
H -0.535472 0.841494 0.951136 -0.470 -0.172 1.923
```
Positions in Å, forces in eV/Å.

Record 7
CH5IN2O2S in the gas phase. Source: OMol25; level of theory: ωB97M-V/def2-TZVPD.

Summary:
E_HOMO, eV: -9.2
SMILES string: CNS(=O)(=O)NI
M, g mol⁻¹: 236.03
Energy relative to the best compared isomer or geometry (same formula, charge and spin), eV: 0.8162
Frontier orbital gap, eV: 8.84

Geometry as XYZ:
```
12
Properties=species:S:1:pos:R:3:forces:R:3
H -0.081676 1.253015 1.406863 2.227 1.191 3.302
H -0.811876 2.488496 -0.583564 0.861 -0.600 1.002
C -0.366271 1.456308 -0.500949 2.760 2.986 -1.209
I 1.341547 -2.100818 -1.828090 -0.266 -0.178 -0.873
N 1.313518 -1.171256 -0.053557 -2.831 2.028 0.561
H 1.748221 -1.865690 0.492512 0.269 -0.831 1.644
H 0.781883 1.472957 -0.774497 -2.106 0.253 0.688
N -0.611642 0.828483 0.757687 -2.416 -3.047 -3.241
O -0.546759 -1.338628 2.042105 0.321 0.308 -0.213
H -0.809472 1.127168 -1.380057 -1.148 -2.055 -1.071
O -1.427700 -1.313479 -0.283699 -0.149 0.259 -0.256
S -0.529774 -0.836556 0.705247 2.477 -0.314 -0.334
```
Positions in Å, forces in eV/Å.

Record 8
CH5INP in the gas phase. Source: OMol25; level of theory: ωB97M-V/def2-TZVPD.

Summary:
E_HOMO (alpha / beta), eV: -8.8 / -7.5
M, g mol⁻¹: 188.94
Energy relative to the best compared isomer or geometry (same formula, charge and spin), eV: 5.4934
Frontier orbital gap (alpha / beta), eV: 7.62 / 6.71

Geometry as XYZ:
```
9
Properties=species:S:1:pos:R:3:forces:R:3
H 3.446595 -0.336138 0.752570 0.347 -0.372 -0.437
H -2.337108 -1.132107 0.059025 0.051 1.123 0.522
P 3.057662 0.679655 -0.162868 0.583 -0.148 0.306
N -1.130936 -0.176920 -1.137197 1.943 0.275 -2.751
H -2.707915 0.603297 -0.285938 -0.201 0.085 0.480
I 0.780194 -0.744146 -1.091260 -0.460 -0.205 0.272
C -1.896916 -0.074900 -0.015764 -1.615 -1.449 1.826
H 2.243314 0.994577 0.916507 -0.626 0.787 0.233
H -1.454889 0.186684 0.964921 -0.024 -0.096 -0.451
```
Positions in Å, forces in eV/Å.

Record 9
CH5N in the gas phase. Source: OMol25; level of theory: ωB97M-V/def2-TZVPD.

Summary:
E_HOMO, eV: -9.4
SMILES string: CN
M, g mol⁻¹: 31.06
Energy relative to the best compared isomer or geometry (same formula, charge and spin), eV: 1.0835
Frontier orbital gap, eV: 10.59

Geometry as XYZ:
```
7
Properties=species:S:1:pos:R:3:forces:R:3
H 0.984343 -0.112330 0.984728 -0.890 0.926 -1.561
N -0.888401 -0.033121 -0.228572 1.466 10.098 -0.828
C 0.537035 0.000235 -0.098040 0.960 2.287 2.098
H 0.946616 0.889187 -0.666801 -0.311 -0.868 1.060
H -1.283503 0.839065 0.403943 1.036 -2.951 -2.242
H -1.251799 -0.761500 0.124053 -3.340 -6.903 3.292
H 0.955712 -0.821536 -0.519312 1.079 -2.589 -1.821
```
Positions in Å, forces in eV/Å.

Record 10
A gas-phase ion, CH5N2O (charge +1). Source: OMol25; level of theory: ωB97M-V/def2-TZVPD.

Summary:
E_HOMO, eV: -16.2
SMILES string: [NH2+]=CNO
Charge: +1
M, g mol⁻¹: 61.06
Energy relative to the best compared isomer or geometry (same formula, charge and spin), eV: 2.2146
Frontier orbital gap, eV: 12.06

Geometry as XYZ:
```
9
Properties=species:S:1:pos:R:3:forces:R:3
O -1.946625 0.444476 0.070605 3.177 -0.733 0.784
C 0.583820 -0.461348 0.108693 -3.132 1.453 -0.106
H 2.315031 0.586878 0.166981 -0.092 -0.144 -0.043
H -2.195233 0.622947 -0.848551 0.372 -0.226 -0.395
N 1.306619 0.615877 0.096975 0.084 0.431 0.027
H -1.192966 -1.414241 0.127604 0.256 0.305 -0.025
H 0.874992 1.534807 0.070810 0.051 -0.153 0.021
H 1.034921 -1.443747 0.153415 -0.015 -0.037 0.049
N -0.780563 -0.485649 0.053466 -0.701 -0.896 -0.312
```
Positions in Å, forces in eV/Å.